No. 1
C8H11F3N3 | the ωB97M-V functional and the def2-TZVPD basis

```
25
Properties=species:S:1:pos:R:3:forces:R:3
C -0.7679 -2.2706 -0.9305 0.2 -0.8 3.2
C -0.7421 -1.6094 0.4834 -2.2 1.2 0.5
C -2.0271 -2.0857 1.2542 0.4 -0.2 0.6
C 0.5168 -1.8333 1.3188 -1.2 0.0 1.9
N 1.6642 -1.1036 0.8957 0.5 0.3 -0.2
C 1.5043 -0.0278 0.2805 -1.6 0.1 -0.8
C 0.0836 0.6113 0.0739 2.5 -5.4 2.3
N 0.1398 1.8843 -0.3941 4.2 4.1 0.1
C 1.2290 2.7689 -0.5361 -4.9 -3.9 2.4
C 1.0196 3.9647 -1.3608 0.8 1.9 -2.5
F 2.0416 3.9737 -2.2499 0.2 -0.2 0.6
F -0.0623 3.8397 -2.1098 -0.9 0.1 0.4
F 1.0361 5.1457 -0.7374 -0.3 -1.1 0.2
N -0.9538 -0.1023 0.3905 1.0 1.9 -2.0
H 0.1680 -2.1573 -1.3578 1.9 -0.1 -1.2
H -1.5215 -2.0469 -1.6178 -1.4 1.0 -0.6
H -0.9708 -3.2965 -0.5909 0.5 -0.1 -0.7
H -2.8868 -1.5956 0.8160 -0.2 -0.3 -0.7
H -1.9790 -1.4609 2.2004 -0.1 -1.8 -0.3
H -2.2217 -3.2761 1.2672 0.8 3.0 0.5
H 0.3159 -1.6609 2.4730 0.4 -0.2 -2.3
H 0.7512 -2.8686 1.2129 0.3 -0.9 0.2
H 2.3390 0.3803 -0.2600 0.5 0.6 0.0
H -0.7692 2.1540 -0.6259 -1.8 1.4 -1.5
H 2.0930 2.6727 0.1045 0.3 -0.5 -0.4
```
Forces are in eV/Å.

Summary:
Net charge: +1
Energy: -21086.4216 eV
Energy above the lowest of the compared OMol25 structures with the same formula, charge and spin: 0.0 kJ/mol
Kohn-Sham gap (spin up / spin down): 5.94 / 5.95 eV
HOMO level (spin up / spin down): -13.37 / -13.38 eV
E_LUMO (spin up / spin down): -7.43 / -7.42 eV

---

No. 2
C44H37BBrF4N7O2PTi | the ωB97M-V functional and the def2-TZVPD basis

```
98
Properties=species:S:1:pos:R:3:forces:R:3
Ti -0.9449 1.1118 -0.1210 1.5 0.1 -0.5
C -1.2502 -1.3671 -3.3109 0.0 0.0 0.0
C -2.0789 -0.1280 -3.2772 0.1 0.0 0.1
C -2.5336 0.4444 -4.4664 0.0 -0.1 0.0
C -3.3597 1.5447 -4.4307 0.0 0.0 0.1
C -3.7769 2.0260 -3.1979 0.0 -0.1 -0.1
C -3.2822 1.4078 -2.0660 -0.1 0.0 0.1
N -2.4073 0.3920 -2.0875 0.0 0.3 0.0
C -3.7495 1.8171 -0.7195 -0.1 0.1 0.0
C -5.0491 2.2674 -0.5416 0.0 0.0 0.0
C -5.4950 2.5425 0.7361 0.0 0.0 0.0
C -4.6377 2.3585 1.8018 0.0 0.0 0.0
C -3.3431 1.9209 1.5577 0.1 0.1 0.1
N -2.9099 1.6715 0.3162 -1.1 0.1 0.2
C -2.3567 1.7229 2.6522 -0.1 0.0 -0.1
C -2.7275 1.8379 3.9803 0.1 0.0 0.0
C -1.7702 1.6065 4.9542 0.0 0.0 0.0
C -0.5002 1.2571 4.5591 0.0 0.0 0.0
C -0.1886 1.1550 3.2026 0.0 0.1 0.0
C 1.2036 0.7463 2.8312 0.0 0.0 0.0
N -1.1112 1.4101 2.2640 -0.1 0.0 -0.1
H -1.8594 -2.2138 -2.9902 0.0 0.0 0.0
H -0.8876 -1.5620 -4.3183 0.0 0.0 0.0
H -0.3990 -1.2913 -2.6438 0.0 -0.1 0.1
H -2.2088 0.0196 -5.4053 0.0 0.0 0.0
H -3.6814 2.0239 -5.3461 0.0 0.0 0.0
H -4.4297 2.8825 -3.1187 0.0 0.0 0.0
H -5.7035 2.3630 -1.3942 0.0 0.0 0.0
H -6.5089 2.8815 0.9025 0.0 0.0 0.0
H -4.9726 2.5525 2.8070 0.0 0.0 0.0
H -3.7401 2.0748 4.2627 0.0 0.0 0.0
H -2.0245 1.6813 6.0031 0.0 0.0 0.0
H 0.2704 1.0384 5.2858 0.0 0.0 0.0
H 1.5836 0.0485 3.5784 0.0 0.0 0.0
H 1.2399 0.2744 1.8556 0.0 0.0 0.0
H 1.8552 1.6213 2.7983 0.0 0.0 0.0
O -2.4728 -1.3310 2.1992 -0.1 -0.1 0.0
C -1.3806 -1.3394 1.6612 -0.1 0.2 0.0
O -1.1296 -0.6645 0.5753 0.4 -0.7 -0.1
C -0.2116 -2.0406 2.3258 0.1 -0.1 -0.1
C -0.3361 -2.1556 3.7074 0.0 0.0 0.0
C 0.7014 -2.6419 4.4853 0.0 0.0 0.0
C 1.8784 -3.0372 3.8714 0.0 0.0 0.0
C 1.9932 -2.9824 2.4894 0.0 -0.1 0.0
C 0.9622 -2.4956 1.6898 -0.1 0.0 0.1
P 1.0189 -2.6144 -0.1627 -0.3 0.1 0.1
C -0.0711 -4.1022 -0.1980 0.1 -0.1 0.1
C -1.4041 -3.9178 -0.5515 0.0 0.0 0.0
C -2.3112 -4.9686 -0.4741 0.0 0.0 0.0
C -1.8926 -6.2167 -0.0456 0.0 0.0 0.0
C -0.5659 -6.4087 0.3258 0.0 0.0 0.0
C 0.3326 -5.3576 0.2615 0.0 0.0 0.0
C 2.6934 -3.2689 -0.4823 0.0 0.1 -0.1
C 3.7755 -2.4654 -0.1150 0.0 0.0 0.0
C 5.0656 -2.7825 -0.5037 0.0 0.0 0.0
C 5.2981 -3.8984 -1.2971 0.0 0.0 0.0
C 4.2300 -4.6839 -1.6987 0.0 0.0 0.0
C 2.9375 -4.3704 -1.2984 0.0 0.0 0.0
H -1.2670 -1.8327 4.1566 0.0 0.0 0.0
H 0.5911 -2.7110 5.5600 0.0 0.0 0.0
H 2.7043 -3.4136 4.4620 0.0 0.0 0.0
H 2.8967 -3.3551 2.0253 0.0 0.0 0.0
H -1.7435 -2.9355 -0.8563 0.0 0.0 0.0
H -3.3463 -4.8036 -0.7451 0.0 0.0 0.0
H -2.5979 -7.0358 0.0165 0.0 0.0 0.0
H -0.2357 -7.3774 0.6799 0.0 0.0 0.0
H 1.3559 -5.5109 0.5828 0.0 0.0 0.0
H 3.6040 -1.5712 0.4764 0.0 0.0 0.0
H 5.8893 -2.1468 -0.2039 0.0 0.0 0.0
H 6.3043 -4.1431 -1.6123 0.0 0.0 0.0
H 4.3985 -5.5445 -2.3339 0.0 0.0 0.0
H 2.1149 -4.9888 -1.6346 0.0 0.0 0.0
F 0.5505 1.0252 -4.2288 0.0 0.0 0.0
B 1.3275 0.6356 -3.1462 0.3 0.0 -0.1
F 0.4804 0.7442 -1.9447 -0.2 0.0 0.4
F 2.4406 1.4806 -3.0020 -0.1 0.0 0.0
F 1.7421 -0.6814 -3.2398 0.0 0.0 0.0
Br 4.1695 5.6540 0.4671 0.0 0.0 0.0
C 2.8397 4.2863 0.5099 0.0 -0.1 0.1
C 3.1007 3.0580 -0.0614 0.0 0.0 0.0
C 2.0839 2.1051 -0.1000 0.0 -0.1 0.1
C 0.7989 2.3328 0.4014 0.4 0.2 0.0
C 0.6210 3.5774 1.0271 -0.1 0.0 0.0
C 1.6066 4.5536 1.0864 0.1 0.0 0.0
H 4.0664 2.8490 -0.5038 0.0 0.0 0.0
H 2.3180 1.1639 -0.5801 0.0 0.0 0.0
H -0.3451 3.8298 1.4580 0.0 0.0 0.0
H 1.4185 5.5105 1.5581 0.0 0.0 0.0
N 2.7090 4.5274 -3.3790 -0.1 -0.1 -0.2
C 1.6416 4.7732 -2.6155 0.1 0.2 0.8
N 1.5738 5.9337 -1.9286 -0.2 0.0 -0.4
N 0.7278 3.8539 -2.5782 -0.2 -0.3 -0.9
C -0.2796 3.5055 -1.9029 0.0 0.0 0.2
N -1.1477 2.9938 -1.3120 -0.3 0.3 -0.1
H 3.4894 5.1544 -3.4301 0.0 0.0 0.0
H 2.7639 3.5902 -3.7630 0.1 0.1 0.1
H 2.3915 6.5088 -1.8263 0.1 0.0 0.1
H 0.8666 6.0082 -1.2184 0.0 0.0 0.0
```
Forces are in eV/Å.

Summary:
Spin multiplicity: 2
Energy: -174758.1691 eV
Energy above the lowest of the compared OMol25 structures with the same formula, charge and spin: 45.5 kJ/mol
Kohn-Sham gap (spin up / spin down): 6.85 / 7.06 eV
HOMO level (spin up / spin down): -7.41 / -7.65 eV
E_LUMO (spin up / spin down): -0.57 / -0.60 eV

---

No. 3
C14H32Cl3N2O3P | the ωB97M-V functional and the def2-TZVPD basis

```
55
Properties=species:S:1:pos:R:3:forces:R:3
C -1.5067 -2.2694 1.5723 0.0 0.2 0.1
O -0.8025 -3.4872 1.6731 0.0 -0.2 -0.1
C -0.0754 -3.8358 0.5004 0.0 0.2 0.4
C 1.2658 -3.1042 0.4338 0.0 -0.2 -0.2
C 1.7567 -2.8420 -1.0011 -0.2 0.0 0.1
C 1.9986 -1.3663 -1.3144 0.0 0.1 -0.1
C 2.8358 -0.5958 -0.2700 -0.3 -0.4 -0.1
C 2.0205 0.3278 0.6496 0.3 -0.1 0.2
C 2.7208 1.6396 1.0128 -0.4 -0.1 -0.2
C 3.0742 2.5353 -0.1789 0.3 0.4 0.5
C 2.0064 3.5682 -0.5072 0.0 0.1 -0.6
C 0.7178 3.0087 -1.1442 0.0 0.2 0.5
C -0.5128 3.1396 -0.2307 0.0 0.1 -0.1
C -1.4821 1.9674 -0.3227 0.0 -0.4 -0.1
P -2.1808 1.7321 -1.9889 -0.7 0.9 0.4
N -2.9801 3.3292 -1.9915 0.2 -0.5 0.1
O -1.3180 0.1426 -2.0585 0.4 -0.3 -0.4
N -1.6061 -0.5621 -3.2091 -0.3 0.4 0.2
O -0.6361 -0.9124 -3.7696 0.2 -0.3 0.0
H -2.5743 -2.4497 1.7056 -0.1 0.0 -0.1
H -1.1958 -1.5724 2.3532 0.1 0.0 0.1
H -1.3574 -1.7689 0.6129 0.0 -0.1 -0.1
H -0.6814 -3.6063 -0.3803 0.0 0.0 -0.1
H 0.0678 -4.9125 0.5610 0.0 -0.1 -0.1
H 2.0037 -3.6888 0.9814 0.0 0.1 0.2
H 1.1379 -2.1735 0.9827 0.0 0.1 0.0
H 0.9913 -3.2115 -1.6868 0.1 0.0 -0.2
H 2.6532 -3.4250 -1.2112 0.1 0.0 0.0
H 2.4964 -1.2938 -2.2823 0.0 -0.1 -0.1
H 1.0280 -0.8841 -1.4568 0.0 0.1 0.1
H 3.3494 -1.3308 0.3523 0.2 0.0 0.0
H 3.6102 -0.0429 -0.7961 0.1 0.1 0.0
H 1.0448 0.5368 0.2089 0.0 0.0 -0.1
H 1.8415 -0.2117 1.5811 -0.3 0.0 0.1
H 3.5946 1.4262 1.6290 0.2 -0.1 -0.1
H 2.0438 2.2106 1.6544 0.0 0.0 0.2
H 3.3375 1.9623 -1.0671 -0.1 -0.1 -0.1
H 3.9706 3.1017 0.0842 0.1 0.0 0.0
H 1.7745 4.1481 0.3876 -0.1 0.0 0.1
H 2.4489 4.2800 -1.2066 0.0 0.1 0.0
H 0.5131 3.5804 -2.0474 0.0 -0.2 -0.2
H 0.8711 1.9648 -1.4204 0.0 0.0 -0.1
H -1.0458 4.0500 -0.4996 0.0 0.1 0.1
H -0.2018 3.2553 0.8075 0.0 -0.1 0.1
H -2.3380 2.0982 0.3415 -0.1 0.1 0.0
H -1.0021 1.0365 -0.0315 0.0 0.0 0.0
H -1.4715 2.1068 -3.1295 0.0 -0.2 -0.1
H -3.3872 1.0272 -2.1077 0.2 -0.2 -0.1
H -3.6634 3.3673 -2.7407 0.0 0.2 0.0
H -3.4884 3.4665 -1.1237 -0.1 0.1 -0.1
Cl -5.2878 -3.5968 2.8632 0.0 0.0 0.0
C -4.2379 -3.1478 4.2074 0.0 0.0 0.0
Cl -3.8952 -1.4170 4.1811 0.0 0.0 0.1
Cl -4.9469 -3.6260 5.7488 0.0 0.0 0.0
H -3.2997 -3.6745 4.0887 0.0 0.0 0.0
```
Forces are in eV/Å.

Summary:
Energy: -71012.0521 eV
Energy above the lowest of the compared OMol25 structures with the same formula, charge and spin: 0.0 kJ/mol
Kohn-Sham gap: 9.94 eV
HOMO level: -9.55 eV
E_LUMO: 0.38 eV

---

No. 4
C63H51GeNP2ReSSi | the ωB97M-V functional and the def2-TZVPD basis

```
121
Properties=species:S:1:pos:R:3:forces:R:3
Re 0.2420 -0.6308 -0.3550 -0.2 0.9 -0.1
C 0.2266 1.6434 -3.5214 -0.1 0.5 -0.3
Si 0.4651 -0.0524 -2.8986 0.0 0.0 0.5
C 2.1315 -0.9083 -2.9868 0.3 -0.1 -0.1
C 2.5427 -1.7372 -4.0333 0.0 0.0 -0.1
C 3.7553 -2.4149 -3.9624 0.0 0.0 0.0
C 4.5758 -2.2959 -2.8435 0.0 0.0 0.0
C 4.2058 -1.4604 -1.7973 -0.1 0.1 -0.1
C 2.9988 -0.7705 -1.8887 0.2 -0.1 0.0
P 2.4106 0.4434 -0.7091 -0.3 -0.2 -0.5
C 2.7175 2.0538 -1.4271 -0.1 0.0 0.3
C 3.7147 2.1932 -2.3855 0.1 0.1 -0.1
C 4.0396 3.4646 -2.8476 0.0 0.0 0.0
C 3.3762 4.5802 -2.3532 0.0 0.0 0.0
C 2.3759 4.4356 -1.3947 0.0 0.1 0.0
C 2.0486 3.1739 -0.9355 -0.1 0.0 0.0
C 3.3345 0.3294 0.8129 -0.1 0.0 0.2
C 2.9602 -0.6154 1.7715 0.1 0.1 0.0
C 3.6625 -0.7297 2.9578 0.0 0.0 0.0
C 4.7562 0.1006 3.1844 0.0 0.0 0.0
C 5.1380 1.0378 2.2319 0.0 0.0 0.0
C 4.4216 1.1696 1.0480 0.1 -0.1 0.1
C -0.8006 -1.1051 -3.7400 0.1 -0.2 -0.5
C -0.7409 -1.4442 -5.1003 0.0 0.0 0.1
C -1.7636 -2.1813 -5.6809 0.0 0.0 0.1
C -2.8571 -2.5926 -4.9185 0.0 0.0 0.0
C -2.9426 -2.2415 -3.5818 0.0 0.0 0.0
C -1.9118 -1.4890 -3.0082 -0.3 -0.3 0.0
P -2.0107 -0.8219 -1.3504 0.2 0.1 -0.2
C -2.7290 -2.0958 -0.2985 0.0 0.0 0.2
C -2.4906 -3.4439 -0.6003 -0.1 0.0 0.0
C -3.0500 -4.4367 0.1820 0.0 0.0 0.1
C -3.8431 -4.0955 1.2794 0.0 -0.1 0.0
C -4.0821 -2.7638 1.5823 0.0 0.0 0.0
C -3.5249 -1.7589 0.8002 0.0 -0.1 0.0
C -3.1176 0.5824 -1.4065 0.0 0.1 -0.1
C -3.8817 0.8103 -2.5560 0.0 0.1 0.0
C -4.8234 1.8306 -2.5599 0.0 0.0 0.0
C -5.0055 2.6198 -1.4321 0.0 0.0 0.0
C -4.2403 2.4014 -0.2932 0.0 0.0 0.1
C -3.3003 1.3865 -0.2845 0.0 0.0 0.0
H 0.5654 1.6799 -4.5664 -0.1 0.0 0.1
H 0.7510 2.4106 -2.9685 0.0 0.2 0.0
H -0.8478 1.8559 -3.5050 0.1 0.0 0.0
H 1.9202 -1.8705 -4.9130 0.1 0.0 0.1
H 4.0598 -3.0520 -4.7864 0.0 0.1 0.1
H 5.5081 -2.8460 -2.7928 -0.1 0.0 0.0
H 4.8534 -1.3306 -0.9373 0.0 0.0 0.0
H 4.2413 1.3303 -2.7760 0.0 0.0 0.0
H 4.8168 3.5804 -3.5928 0.0 0.0 0.0
H 3.6341 5.5683 -2.7191 0.0 -0.1 0.0
H 1.8542 5.3064 -1.0142 0.0 -0.1 0.0
H 1.2449 3.0516 -0.2205 0.1 0.0 0.0
H 2.1158 -1.2757 1.5933 0.1 0.0 0.0
H 3.3682 -1.4607 3.7034 0.0 0.1 -0.1
H 5.3121 0.0161 4.1125 -0.1 0.0 -0.1
H 5.9921 1.6811 2.4141 -0.1 -0.1 0.0
H 4.7178 1.9157 0.3198 0.0 0.0 0.0
H 0.0962 -1.1284 -5.7187 -0.2 0.0 0.1
H -1.7168 -2.4314 -6.7337 0.0 0.0 0.0
H -3.6504 -3.1716 -5.3751 0.0 0.0 0.0
H -3.8036 -2.5435 -2.9961 0.0 0.0 0.0
H -1.8993 -3.7181 -1.4635 0.1 0.0 0.0
H -2.8888 -5.4787 -0.0708 0.0 0.1 0.0
H -4.2867 -4.8764 1.8887 0.0 0.1 -0.1
H -4.7155 -2.5024 2.4221 0.1 0.0 -0.1
H -3.7302 -0.7227 1.0382 0.0 -0.1 0.0
H -3.7467 0.2150 -3.4489 0.0 0.0 0.0
H -5.4145 2.0076 -3.4506 0.0 0.0 0.1
H -5.7424 3.4148 -1.4424 0.0 -0.1 0.0
H -4.3696 3.0257 0.5851 0.0 0.0 -0.1
H -2.7161 1.2136 0.6079 0.0 0.0 0.0
S 0.9339 -4.4416 1.8870 0.1 -0.3 0.2
C 0.3714 -2.9516 1.4031 -0.3 0.1 -0.8
N 0.4110 -2.7130 0.0819 0.2 -0.2 0.8
C 0.9004 -3.8525 -0.6182 -0.3 0.7 0.4
C 0.9791 -4.0203 -1.9954 0.0 0.1 -0.2
C 1.4664 -5.2202 -2.4726 0.0 0.0 0.0
C 1.8736 -6.2428 -1.6011 0.0 0.0 0.0
C 1.7693 -6.0925 -0.2346 0.0 0.0 0.0
C 1.2615 -4.8836 0.2407 0.1 -0.2 0.1
H -0.0547 -2.2462 2.1200 0.1 -0.1 -0.2
H 0.6421 -3.2451 -2.6739 0.0 0.0 0.0
H 1.5255 -5.3809 -3.5433 0.0 0.0 0.1
H 2.2596 -7.1702 -2.0052 0.0 0.0 0.0
H 2.0561 -6.8885 0.4412 0.0 0.0 0.0
C -0.2196 0.7916 0.5610 0.1 -1.1 -0.2
Ge -0.6924 1.7288 2.3430 0.3 -0.2 0.0
C 0.9069 2.0931 3.3541 0.4 0.0 0.2
C 1.9978 2.7916 2.8241 -0.1 0.0 0.2
C 3.0466 3.1925 3.6430 -0.1 0.0 0.0
C 3.0179 2.9032 5.0028 0.0 0.0 0.0
C 1.9405 2.2147 5.5438 -0.1 0.0 0.0
C 0.8871 1.8127 4.7268 0.1 0.1 -0.1
C -1.6752 0.3151 3.2135 -0.2 -0.3 0.1
C -0.9567 -0.7684 3.7425 -0.2 0.1 0.0
C -1.6126 -1.7890 4.4233 0.0 0.1 0.0
C -2.9935 -1.7311 4.5959 0.1 0.1 0.0
C -3.7144 -0.6603 4.0820 0.1 0.1 0.1
C -3.0612 0.3528 3.3840 0.1 -0.1 0.1
C -1.6673 3.3148 1.9396 -0.2 0.4 -0.3
C -2.5912 3.8098 2.8646 0.0 0.2 -0.2
C -3.2393 5.0187 2.6199 0.0 -0.1 0.0
C -2.9621 5.7374 1.4626 0.0 0.0 0.0
C -2.0382 5.2538 0.5407 0.0 0.0 0.0
C -1.3934 4.0463 0.7783 -0.2 0.0 0.1
H 2.0263 3.0598 1.7763 0.0 0.0 0.0
H 3.8784 3.7506 3.2251 -0.1 0.0 0.0
H 3.8273 3.2342 5.6452 -0.1 0.0 -0.1
H 1.9091 2.0042 6.6070 0.0 0.0 -0.1
H 0.0423 1.3025 5.1748 0.0 0.0 0.0
H 0.1317 -0.7796 3.6741 -0.1 0.0 0.0
H -1.0502 -2.6114 4.8540 0.0 0.1 0.0
H -3.5022 -2.5099 5.1532 0.0 0.1 0.0
H -4.7865 -0.6039 4.2382 0.1 0.0 0.0
H -3.6415 1.1833 2.9917 0.0 0.0 0.0
H -2.7966 3.2762 3.7871 0.0 0.0 0.0
H -3.9535 5.4033 3.3390 0.1 0.0 0.0
H -3.4581 6.6853 1.2836 0.0 -0.1 0.0
H -1.8219 5.8218 -0.3584 0.0 -0.1 0.1
H -0.6866 3.6692 0.0413 -0.1 0.0 0.1
```
Forces are in eV/Å.

Summary:
Net charge: +3
Energy: -163563.0130 eV
Kohn-Sham gap: 5.82 eV
HOMO level: -15.41 eV
E_LUMO: -9.59 eV